C25H47N3O2PdSb as an isolated structure, computed with the ωB97M-V functional and the def2-TZVPD basis.

Summary:
**Relative energy (zero: lowest compared OMol25 entry of this formula, charge and spin)**: 0.5975 eV
**F_max**: 0.011 Eh/bohr
**Total charge**: -1
**HOMO-LUMO gap**: 4.488 eV
**HOMO**: -2.41 eV
**Total energy**: -1663.46721 Eh

Structure (XYZ):
```
79
Properties=species:S:1:pos:R:3:forces:R:3
Pd 0.281 -0.901 0.261 0.0 0.4 -0.3
C 3.020 -1.964 3.916 0.0 0.0 0.0
C 2.522 -1.288 2.668 -0.1 0.0 0.1
N 1.372 -0.710 2.648 0.0 0.0 0.0
O 0.696 -0.881 3.898 -0.1 0.0 0.1
C 3.328 -1.304 1.469 0.2 0.0 -0.1
C 4.809 -1.563 1.511 0.0 0.0 0.0
N 2.713 -1.057 0.330 -0.1 -0.1 -0.2
O 3.410 -1.042 -0.744 0.0 0.0 0.0
H 2.334 -2.764 4.198 0.0 0.0 0.0
H 3.046 -1.261 4.751 0.0 0.0 0.0
H 4.009 -2.387 3.766 0.0 0.0 0.0
H 0.002 -0.224 3.801 0.0 0.0 0.0
H 5.298 -1.051 2.345 0.0 0.0 0.0
H 5.223 -1.196 0.573 0.0 0.0 0.0
H 5.061 -2.627 1.583 0.0 0.0 0.0
C -3.924 -1.178 1.930 0.0 0.1 0.0
N -2.998 -2.294 1.646 -0.1 0.0 0.0
C -1.746 -2.151 2.449 0.2 0.1 -0.1
C -2.736 -2.377 0.140 0.1 0.0 0.0
C -1.673 -3.361 -0.197 0.1 0.1 0.0
C -2.038 -4.680 -0.487 -0.1 0.0 0.0
C -1.071 -5.608 -0.819 0.1 -0.1 0.0
C 0.258 -5.184 -0.865 0.0 -0.1 0.0
C 0.600 -3.876 -0.569 0.0 0.2 0.0
C -0.340 -2.876 -0.216 -0.1 -0.3 0.0
H -4.231 -1.209 2.973 0.0 0.0 0.0
H -4.790 -1.247 1.275 0.0 0.0 0.0
H -3.388 -0.251 1.727 0.0 0.0 0.0
H -3.440 -3.174 1.903 0.0 0.0 0.0
H -1.094 -1.429 1.904 -0.2 -0.1 0.2
H -1.228 -3.105 2.463 0.0 0.0 0.0
H -2.028 -1.836 3.453 0.0 0.0 0.0
H -2.367 -1.380 -0.132 0.0 0.0 0.0
H -3.716 -2.604 -0.290 0.0 0.0 0.0
H -3.088 -4.974 -0.473 0.0 0.0 0.0
H -1.339 -6.631 -1.057 0.0 0.0 0.0
H 1.034 -5.893 -1.138 0.0 0.0 0.0
H 1.649 -3.595 -0.620 0.0 0.0 0.0
C -3.137 1.776 -0.715 0.0 -0.1 -0.1
C -1.914 2.675 -0.515 -0.2 -0.1 0.1
C -1.908 3.098 0.955 0.0 0.0 0.0
C -2.094 3.901 -1.401 0.0 0.0 0.0
Sb -0.088 1.384 -0.751 0.2 -0.1 0.4
C 1.545 2.839 -0.272 0.0 0.1 0.0
C 1.741 2.716 1.241 -0.1 0.0 0.0
C 1.346 4.304 -0.640 0.0 0.0 -0.1
C 2.826 2.335 -0.937 -0.1 0.0 -0.1
C 0.113 1.113 -2.920 -0.1 -0.1 -0.1
C -1.170 0.429 -3.397 0.0 0.1 0.0
C 1.255 0.112 -3.106 0.1 0.1 0.1
C 0.367 2.364 -3.743 0.0 0.1 0.0
H -4.031 2.256 -0.292 0.0 0.0 0.0
H -3.007 0.803 -0.231 0.0 0.0 0.0
H -3.337 1.591 -1.771 0.0 0.0 0.0
H -2.848 3.610 1.205 0.0 0.0 0.0
H -1.091 3.779 1.184 0.1 0.1 0.0
H -1.807 2.231 1.616 0.0 0.0 0.0
H -3.038 4.401 -1.140 0.0 0.0 0.0
H -2.156 3.629 -2.456 0.0 0.0 0.0
H -1.295 4.630 -1.290 0.1 0.0 0.0
H 0.880 3.091 1.802 0.0 0.0 0.0
H 2.615 3.304 1.547 0.0 0.0 0.0
H 1.897 1.676 1.536 0.0 0.0 0.0
H 0.505 4.756 -0.115 -0.1 0.0 0.1
H 1.194 4.447 -1.712 0.0 0.0 0.0
H 2.242 4.873 -0.357 0.0 0.0 0.0
H 2.999 1.272 -0.759 0.0 0.0 0.0
H 3.681 2.891 -0.529 0.0 0.0 0.0
H 2.817 2.506 -2.017 0.0 0.0 0.0
H -1.373 -0.464 -2.800 0.0 0.0 0.0
H -1.054 0.118 -4.442 0.0 0.0 0.0
H -2.041 1.091 -3.348 0.1 0.0 0.0
H 1.152 -0.743 -2.434 0.0 0.0 0.0
H 2.238 0.545 -2.913 -0.1 0.0 0.0
H 1.246 -0.252 -4.141 0.0 0.0 0.0
H -0.498 3.029 -3.755 0.0 0.1 0.0
H 0.580 2.084 -4.783 0.0 0.0 0.0
H 1.223 2.933 -3.377 0.0 0.0 0.0
```
Forces are in eV/Å.

Here are the Mulliken charges for atoms 1 to 4, given in e:
1. Pd -1.12
2. C -1.52
3. C 0.49
4. N 0.37